Entry 1:
Here is a cluster of 8 separate species, C42H104N8O8 in total in a non-equilibrium geometry from the Open Molecules 2025 dataset. Energies are from wB97M-V/def2-TZVPD.

multiplicity	2
gap between HOMO and LUMO (spin up / spin down)	7.251 / 3.040	eV
F_max	3.85	eV Å⁻¹
<S²>	0.75
total charge	+1

```
162
Properties=species:S:1:pos:R:3:forces:R:3
C 1.567 -6.048 -10.056 0.286 0.113 1.830
C 0.844 -5.392 -11.182 -1.109 -0.696 -0.318
C 1.858 -4.568 -12.030 0.159 1.992 0.841
C 1.499 -4.219 -13.470 -1.070 -1.854 -0.153
C 1.099 -5.560 -14.068 -2.008 0.147 -0.471
C -0.061 -6.356 -13.377 -0.950 0.379 -0.459
N 0.321 -6.534 -11.966 1.154 -0.086 -1.933
O -0.562 -7.389 -11.272 -0.020 0.447 0.036
C -1.593 -5.824 -13.419 1.151 0.465 -0.101
C -0.073 -7.712 -14.164 -0.812 0.105 1.309
C -0.278 -4.507 -10.528 0.429 -0.048 -0.905
H 0.843 -6.394 -9.318 -0.118 -0.307 -0.118
H 2.108 -5.293 -9.486 0.470 0.050 -0.091
H 2.202 -6.896 -10.310 0.107 0.227 -0.301
H 1.912 -3.610 -11.514 -0.121 0.277 0.415
H 2.884 -4.902 -11.873 -0.043 -0.835 -0.470
H 2.205 -3.787 -14.180 0.730 0.135 0.696
H 0.646 -3.542 -13.520 -0.187 0.027 0.276
H 1.945 -6.246 -14.114 0.124 0.071 -0.057
H 0.673 -5.420 -15.061 0.458 0.004 -0.404
H -2.249 -6.661 -13.181 0.112 0.062 0.178
H -1.766 -5.024 -12.699 0.143 -0.234 0.276
H -1.979 -5.375 -14.334 0.535 -0.330 -0.547
H 0.853 -8.269 -14.020 -0.051 -0.097 0.113
H -0.942 -8.229 -13.756 0.296 -0.695 0.240
H -0.319 -7.702 -15.226 0.328 0.814 -0.122
H 0.142 -3.897 -9.728 0.100 0.165 -0.149
H -1.084 -5.091 -10.083 0.165 -0.312 -0.164
H -0.717 -3.873 -11.298 -0.037 0.282 0.191
H -0.094 -8.221 -11.381 -0.168 -0.304 0.309
C 7.018 -1.566 -12.088 0.805 0.203 0.467
C 6.639 -2.962 -12.677 1.930 2.413 -1.137
C 6.632 -2.696 -14.209 0.572 -0.497 -2.012
C 6.819 -3.905 -15.193 -0.289 -1.012 1.922
C 7.936 -4.837 -14.650 -1.087 0.338 0.359
C 7.755 -5.286 -13.130 3.399 0.090 -1.804
N 7.613 -3.985 -12.299 -1.016 -2.394 0.410
O 7.784 -4.169 -10.916 -0.496 0.516 -2.198
C 6.593 -6.274 -12.904 -0.012 1.294 0.175
C 9.145 -5.994 -12.829 -0.194 -0.316 1.170
C 5.294 -3.304 -12.177 -2.596 -0.775 0.754
H 7.930 -1.149 -12.515 -0.010 -0.203 -0.349
H 7.194 -1.496 -11.015 -0.382 -0.559 0.172
H 6.208 -0.868 -12.303 0.012 -0.172 -0.177
H 5.745 -2.100 -14.422 -0.380 -0.451 0.120
H 7.389 -2.010 -14.589 0.586 0.179 0.980
H 7.077 -3.680 -16.228 -0.206 0.601 0.197
H 5.916 -4.515 -15.208 -0.267 0.063 -0.235
H 8.915 -4.387 -14.815 0.048 0.112 0.375
H 7.930 -5.740 -15.260 0.032 -0.206 0.209
H 6.588 -6.545 -11.848 -0.519 0.101 -0.022
H 5.724 -5.726 -13.268 -0.505 -0.428 0.557
H 6.650 -7.191 -13.489 0.599 0.247 -0.180
H 9.323 -6.244 -11.782 -0.579 0.073 0.333
H 9.190 -6.976 -13.300 -0.482 0.124 -0.330
H 10.099 -5.537 -13.091 -0.475 0.800 -0.538
H 4.602 -3.635 -12.951 0.279 -0.301 -0.275
H 4.811 -2.400 -11.805 0.112 -0.059 0.238
H 5.243 -4.055 -11.388 0.216 0.133 0.084
H 8.687 -3.859 -10.812 0.765 0.035 0.662
C 2.205 0.954 -12.399 1.472 -0.613 -0.620
C 1.295 0.019 -13.208 -1.000 0.970 0.699
C 1.970 -0.869 -14.268 0.113 3.087 -0.881
O 2.497 0.114 -15.268 -1.389 0.220 1.975
C 3.643 -0.262 -15.924 -0.018 -1.211 0.176
N 0.580 -0.746 -12.217 0.313 -1.486 0.387
H 1.753 1.432 -11.530 -0.507 0.177 -0.461
H 2.742 1.654 -13.038 -0.432 0.351 0.009
H 3.016 0.384 -11.948 0.126 -0.488 0.108
H 0.579 0.670 -13.709 0.064 0.147 -0.631
H 1.250 -1.414 -14.877 0.035 -0.762 0.674
H 2.773 -1.407 -13.763 0.103 -0.470 -0.418
H 4.148 -0.914 -15.212 1.009 -0.055 -0.300
H 4.247 0.595 -16.222 -0.088 -0.026 0.048
H 3.356 -0.876 -16.778 0.421 -0.074 -0.506
H -0.099 -1.398 -12.584 -0.181 0.163 -0.072
H 0.148 -0.188 -11.495 -0.146 0.048 -0.208
C -3.193 -13.312 -8.182 0.000 -0.212 -0.716
C -3.855 -12.376 -9.218 1.250 0.031 -0.338
C -3.129 -12.275 -10.602 0.029 1.978 0.794
O -3.722 -11.043 -11.182 0.933 -0.512 -0.646
C -2.873 -10.210 -12.011 -0.128 -1.161 0.433
N -5.255 -12.652 -9.493 0.222 -0.363 0.214
H -3.326 -14.354 -8.473 -0.330 -0.177 0.258
H -3.537 -13.125 -7.164 -0.441 -0.159 -0.200
H -2.110 -13.208 -8.116 0.111 0.425 -0.320
H -3.757 -11.379 -8.790 -0.160 0.218 -0.191
H -3.245 -13.090 -11.316 -0.275 -0.235 0.215
H -2.067 -12.143 -10.393 0.277 0.254 -0.293
H -3.479 -9.479 -12.547 -0.154 0.260 0.716
H -2.369 -10.723 -12.830 0.017 -0.730 0.024
H -2.079 -9.802 -11.385 -0.136 0.540 -0.019
H -5.215 -13.592 -9.858 -0.524 -0.622 0.116
H -5.404 -12.124 -10.342 -0.684 0.482 -0.061
C 3.968 -7.968 -16.208 0.874 0.044 0.048
C 4.723 -7.912 -17.525 -2.531 -1.286 -0.471
C 4.942 -6.494 -17.984 0.843 0.092 -0.489
O 3.835 -5.629 -17.842 -0.620 -0.024 0.479
C 3.901 -4.389 -18.567 0.189 -0.366 0.851
N 5.901 -8.810 -17.455 -0.093 1.323 -0.346
H 2.943 -7.616 -16.317 0.176 0.028 0.234
H 4.563 -7.366 -15.522 -0.330 0.370 0.443
H 4.023 -8.976 -15.795 -0.398 -0.123 -0.103
H 4.022 -8.214 -18.303 -0.287 -0.971 -0.026
H 5.076 -6.543 -19.065 1.189 0.105 -0.050
H 5.804 -6.245 -17.365 0.561 1.235 -0.365
H 3.176 -3.721 -18.101 0.118 -0.038 0.195
H 3.619 -4.414 -19.620 0.181 -0.651 -0.159
H 4.905 -3.979 -18.458 0.056 0.245 -0.139
H 5.602 -9.724 -17.146 -0.222 0.001 0.203
H 6.242 -8.969 -18.392 0.292 0.088 -0.184
C -5.581 -1.589 -15.128 1.850 0.157 -0.212
C -4.212 -2.341 -15.560 -2.493 0.398 -2.547
C -3.229 -1.603 -16.541 0.222 -0.323 1.710
O -2.051 -2.435 -16.597 -0.147 0.955 0.106
C -1.055 -1.947 -17.481 0.026 -1.337 -0.382
N -3.556 -3.043 -14.504 0.466 0.333 0.652
H -6.189 -1.160 -15.924 0.326 -0.350 -0.515
H -5.323 -0.720 -14.524 0.054 -0.088 0.373
H -6.247 -2.236 -14.558 0.348 -0.186 0.062
H -4.510 -3.095 -16.287 -0.734 -0.360 -0.048
H -2.955 -0.620 -16.156 0.075 0.307 -0.209
H -3.671 -1.565 -17.536 -0.115 0.326 0.043
H -0.312 -1.231 -17.129 -0.624 0.666 0.567
H -1.541 -1.629 -18.403 0.286 0.238 -0.139
H -0.436 -2.822 -17.680 -0.072 -0.149 -0.380
H -3.974 -3.962 -14.503 0.052 -0.172 0.467
H -2.639 -3.170 -14.907 0.537 -0.388 0.498
C -1.638 -0.907 -7.997 0.042 -0.666 -1.523
C -1.928 0.479 -8.598 0.789 -1.667 1.514
C -2.962 0.345 -9.683 -0.348 -0.380 -1.125
O -2.456 -0.154 -10.970 0.144 1.153 1.360
C -3.459 -0.676 -11.860 1.677 0.111 0.278
N -2.382 1.284 -7.430 -0.122 -0.258 -1.672
H -2.555 -1.355 -7.614 0.052 0.315 0.516
H -0.793 -1.008 -7.315 -0.206 0.387 0.233
H -1.404 -1.554 -8.843 0.303 -0.208 -0.165
H -1.004 0.866 -9.028 0.147 0.204 -0.232
H -3.368 1.351 -9.786 -0.563 -0.004 -0.486
H -3.714 -0.385 -9.383 -0.383 0.320 0.305
H -3.640 -1.700 -11.534 -0.877 0.096 -0.140
H -2.930 -0.743 -12.810 -0.179 -0.106 -0.106
H -4.300 0.001 -12.007 -0.274 -0.258 0.384
H -1.557 1.312 -6.848 -0.106 0.410 0.381
H -2.566 2.204 -7.802 0.012 0.537 0.461
C 0.328 -11.257 -14.881 -0.157 0.162 -1.475
C 0.905 -10.622 -16.207 -0.449 -0.381 0.773
C 1.898 -11.580 -17.006 -1.052 0.842 0.004
O 1.165 -12.582 -17.659 -0.953 -0.836 0.408
C 1.926 -13.693 -18.109 -0.636 0.454 0.324
N -0.169 -10.192 -17.111 0.670 -1.079 -0.906
H -0.188 -12.202 -15.050 0.620 -0.474 -0.151
H -0.538 -10.647 -14.622 0.414 0.517 0.560
H 1.094 -11.311 -14.108 -0.278 -0.085 0.163
H 1.405 -9.717 -15.860 0.597 -0.091 -0.237
H 2.618 -11.997 -16.301 0.239 -0.006 0.053
H 2.349 -11.150 -17.900 0.819 1.249 0.695
H 2.059 -14.370 -17.265 0.096 -0.352 -0.145
H 2.907 -13.411 -18.493 0.089 0.197 -0.127
H 1.322 -14.124 -18.908 0.259 -0.314 0.134
H -0.365 -11.080 -17.551 -0.516 -0.003 -0.847
H -1.063 -9.924 -16.725 0.261 0.207 0.788
```
Forces are in eV/Å.



Entry 2:
Here is a structure of composition C42H105N7Na3O18P in a non-equilibrium geometry from the Open Molecules 2025 dataset. Energies are from wB97M-V/def2-TZVPD.

gap between HOMO and LUMO	3.640	eV
F_max	3.84	eV Å⁻¹
total charge	0
ΔE to the lowest compared entry with this formula, charge and spin	1821.03	kJ/mol

```
176
Properties=species:S:1:pos:R:3:forces:R:3
Na 3.534 -2.094 0.855 -1.585 0.970 -0.140
Na -0.077 2.559 -1.636 0.192 -1.009 0.847
Na -2.129 -1.659 3.207 0.979 0.583 -0.975
P 0.181 -0.278 0.519 -1.232 0.103 0.798
O -0.522 -0.783 -0.751 -0.127 -0.048 -0.792
O -0.725 0.832 1.190 0.512 -0.266 -0.172
O 1.579 0.321 0.158 0.890 -0.115 -0.015
O 0.342 -1.496 1.542 0.272 0.112 0.179
C 0.807 -7.590 0.995 0.169 -0.548 0.931
O 1.062 -7.184 -0.297 1.525 -2.362 -0.438
C 0.579 -5.969 -0.582 -1.538 2.117 -0.692
C 0.857 -5.612 -2.028 0.805 1.541 1.188
N -0.150 -4.705 -2.582 0.566 -2.164 -0.137
C 0.066 -4.503 -3.981 -1.147 3.581 0.766
C -0.154 -5.645 -4.827 -0.548 -0.846 -1.575
O -0.073 -5.119 -6.214 0.796 -1.130 2.003
C -0.958 -5.772 -7.075 -0.176 0.850 -0.282
H 1.722 -7.869 1.519 0.316 0.000 -0.088
H 0.197 -8.492 0.965 -0.411 0.150 0.270
H 0.373 -6.773 1.572 -0.410 -0.198 0.147
H 0.981 -5.235 0.116 0.240 0.515 -0.004
H -0.500 -5.914 -0.435 -0.483 -0.118 0.013
H 1.107 -6.504 -2.603 -0.862 -0.042 -0.081
H 1.809 -5.082 -1.993 0.607 0.180 -0.241
H -0.300 -3.834 -2.092 0.434 0.009 0.313
H 1.004 -4.076 -4.336 0.836 0.084 0.573
H -0.620 -3.675 -4.160 -0.344 -0.109 -0.817
H -1.085 -6.177 -4.629 -0.474 0.349 -0.301
H 0.594 -6.353 -4.471 0.530 -0.508 -1.340
H -0.669 -6.806 -7.261 -0.357 -0.189 0.099
H -0.947 -5.217 -8.013 0.257 -0.131 -0.168
H -1.961 -5.600 -6.685 -0.367 -0.787 -0.014
C 0.003 6.715 -3.071 0.306 -1.620 -0.285
O 0.473 5.907 -1.957 0.125 2.197 -0.329
C 1.630 6.529 -1.352 0.467 -2.129 0.033
C 2.328 5.350 -0.624 -0.190 1.462 -0.773
N 2.993 4.437 -1.554 0.272 0.295 -0.454
C 4.181 4.937 -2.303 0.156 -0.386 0.943
C 3.965 5.019 -3.803 0.887 1.278 -0.528
O 5.044 5.776 -4.458 -0.526 -1.642 1.976
C 4.730 7.123 -4.710 0.260 -0.290 -1.441
H -1.061 6.561 -3.250 -0.166 0.346 0.671
H 0.432 6.236 -3.952 0.424 0.418 -0.346
H 0.298 7.763 -3.020 -0.209 -0.079 0.200
H 1.415 7.345 -0.662 -0.562 -0.105 0.143
H 2.369 6.929 -2.047 -0.307 0.037 -0.700
H 1.485 4.895 -0.104 0.516 -0.543 0.329
H 3.012 5.859 0.055 0.258 -0.395 0.545
H 3.141 3.519 -1.159 0.105 0.136 0.156
H 5.072 4.328 -2.149 -0.281 -1.011 -0.061
H 4.673 5.811 -1.875 -0.949 0.995 -0.036
H 3.057 5.543 -4.099 -0.405 -0.331 0.335
H 3.952 3.997 -4.181 0.047 0.161 -0.359
H 5.509 7.831 -4.427 0.201 -0.280 0.306
H 3.782 7.484 -4.310 -0.135 -0.233 0.067
H 4.717 7.045 -5.797 -0.481 1.317 -0.296
C -3.506 5.732 6.901 -0.760 1.128 1.598
O -3.398 4.423 6.500 0.005 -0.392 -0.479
C -3.541 4.241 5.100 0.532 -0.243 0.404
C -3.485 2.764 4.751 -1.533 0.099 -2.186
N -2.338 1.974 4.882 1.878 -0.388 0.537
C -1.779 2.075 6.216 2.535 -1.538 0.483
C -0.240 1.690 6.246 -0.955 0.512 0.050
O 0.558 2.843 5.987 -0.898 0.527 0.190
C 0.491 3.330 4.660 2.060 -1.003 -1.101
H -2.670 6.430 6.859 0.688 -0.302 -1.240
H -3.607 5.742 7.986 -0.583 -0.357 0.182
H -4.393 6.196 6.471 -0.090 0.261 -0.075
H -2.779 4.841 4.602 0.472 -0.215 -0.264
H -4.474 4.638 4.701 -0.510 0.084 0.361
H -3.725 2.731 3.689 -0.066 0.205 -0.383
H -4.321 2.175 5.128 -0.351 0.507 0.840
H -1.622 2.069 4.177 -0.369 0.221 -0.314
H -2.317 1.295 6.755 -0.095 0.479 0.970
H -1.759 3.074 6.651 -0.632 -0.294 0.129
H -0.091 0.822 5.603 0.376 0.198 -0.874
H 0.184 1.343 7.188 -0.763 0.151 0.445
H 1.117 4.207 4.492 -0.099 0.325 0.834
H -0.429 3.514 4.105 -0.386 -0.165 0.777
H 1.074 2.563 4.150 -0.409 -0.089 -1.086
C 9.551 0.790 3.178 -0.339 -0.263 -1.011
O 8.895 1.156 1.956 0.988 -0.645 0.124
C 7.525 1.007 1.976 -2.200 1.255 -1.614
C 6.916 1.260 0.523 1.589 -1.747 0.504
N 6.973 0.032 -0.291 -0.416 1.117 -0.719
C 6.332 0.323 -1.598 1.004 -1.288 1.084
C 6.405 -0.954 -2.411 -0.899 0.818 -1.134
O 6.311 -0.549 -3.797 0.681 -0.875 0.228
C 5.025 -0.461 -4.357 -0.674 -1.063 0.094
H 10.612 0.658 2.964 0.046 0.806 0.018
H 9.287 -0.224 3.477 -0.642 -0.002 0.319
H 9.304 1.545 3.924 0.349 -0.213 0.333
H 7.032 1.735 2.620 0.160 0.409 0.370
H 7.127 0.060 2.340 0.469 -0.640 0.000
H 7.591 1.875 -0.071 0.005 0.735 0.579
H 5.913 1.686 0.478 -0.148 0.159 0.646
H 6.707 -0.847 0.131 -0.420 0.205 0.206
H 6.934 1.064 -2.123 0.224 -0.031 0.054
H 5.338 0.762 -1.518 -0.388 -0.220 0.129
H 5.648 -1.704 -2.182 -0.652 0.147 0.035
H 7.321 -1.491 -2.165 0.478 0.429 -0.690
H 4.465 -1.396 -4.348 0.157 -0.669 0.561
H 5.089 -0.340 -5.439 0.354 0.941 0.186
H 4.355 0.215 -3.828 0.198 0.628 -0.273
C -7.466 -3.425 2.486 -0.721 1.317 -0.723
O -6.409 -2.657 1.984 0.928 0.869 -1.116
C -6.752 -1.571 1.028 0.603 -1.527 0.434
C -5.567 -1.253 0.043 -1.764 3.082 1.467
N -4.485 -2.094 0.035 2.485 -1.075 0.029
C -4.725 -3.415 -0.415 -1.043 -1.293 0.165
C -5.254 -3.642 -1.868 0.129 -0.047 1.465
O -6.512 -2.994 -2.148 1.419 -0.620 0.218
C -6.838 -3.049 -3.513 -0.073 0.547 -0.080
H -7.130 -4.013 3.340 0.064 -0.216 -0.384
H -7.921 -3.956 1.650 -0.007 -0.801 0.223
H -8.246 -2.741 2.821 -0.343 0.023 0.455
H -7.020 -0.764 1.711 0.047 0.474 -0.513
H -7.576 -1.783 0.347 -0.499 -0.619 0.550
H -5.185 -0.307 0.426 0.115 0.333 -0.152
H -5.944 -1.022 -0.953 -0.597 -0.145 -0.019
H -3.712 -1.655 -0.444 0.382 0.051 0.064
H -5.377 -3.809 0.365 -0.517 -0.428 -0.435
H -3.820 -4.006 -0.275 0.224 0.001 -0.468
H -5.399 -4.711 -2.022 0.147 -0.243 -0.059
H -4.387 -3.326 -2.450 -0.407 0.429 -0.930
H -6.050 -2.627 -4.136 0.073 0.618 0.020
H -7.762 -2.472 -3.558 0.056 -0.101 -0.578
H -6.959 -4.032 -3.968 -0.354 -0.547 0.572
C -6.504 3.506 -4.661 -2.430 -0.492 -0.803
O -5.697 2.333 -4.900 -0.445 2.583 1.113
C -4.322 2.710 -5.014 -0.289 -1.635 -0.658
C -3.561 1.513 -4.434 1.813 1.691 1.121
N -2.083 1.535 -4.660 -1.108 -0.565 -0.449
C -1.717 1.112 -6.016 1.371 1.645 0.134
C -1.488 2.380 -6.879 -0.493 0.343 -1.167
O -0.323 2.250 -7.645 0.707 -3.088 1.791
C -0.046 3.138 -8.605 -0.128 1.186 -1.742
H -7.511 3.204 -4.370 0.102 -0.850 0.443
H -6.838 4.053 -5.543 0.951 -0.036 -0.895
H -6.330 4.315 -3.951 1.515 -0.551 0.496
H -4.084 3.597 -4.427 -0.030 0.059 -0.069
H -4.135 2.894 -6.072 0.331 0.137 -0.129
H -3.958 0.506 -4.564 -0.536 0.288 -0.344
H -3.512 1.806 -3.385 -0.913 -0.834 0.446
H -1.811 0.843 -3.977 0.709 -0.277 -0.126
H -2.395 0.392 -6.474 -0.155 0.058 -0.037
H -0.706 0.703 -6.008 -0.085 -0.443 0.232
H -1.385 3.319 -6.335 -0.328 -0.147 0.783
H -2.274 2.536 -7.618 -0.651 0.022 0.062
H -0.935 3.391 -9.182 -0.415 0.420 -0.051
H 0.593 2.666 -9.351 0.447 0.099 0.223
H 0.405 4.046 -8.203 0.154 0.325 -0.133
C 3.905 -1.564 7.757 0.183 -0.066 -1.701
O 3.093 -2.698 7.317 0.571 -0.290 0.362
C 3.294 -3.187 5.961 0.500 -0.048 0.221
C 2.641 -4.590 5.658 0.953 0.655 -0.607
N 1.398 -4.851 6.317 -0.203 0.743 -0.160
C 0.376 -3.926 5.843 -1.172 0.784 0.424
C -0.866 -4.125 6.687 -0.912 0.394 0.330
O -1.835 -2.993 6.496 0.209 -2.328 -0.336
C -3.203 -3.250 6.939 0.652 1.390 0.062
H 3.693 -1.072 8.706 -1.026 -0.905 0.153
H 3.795 -0.775 7.012 0.007 0.147 -0.170
H 4.973 -1.775 7.820 0.080 -0.579 -0.230
H 4.321 -3.427 5.684 0.670 0.455 0.635
H 3.021 -2.400 5.258 -0.586 0.019 -0.038
H 3.304 -5.414 5.922 0.354 0.270 0.227
H 2.584 -4.614 4.570 -0.300 -0.103 -0.185
H 1.703 -4.404 7.170 -0.781 -0.530 1.312
H 0.141 -4.005 4.782 0.309 -0.253 -0.087
H 0.652 -2.896 6.070 0.267 0.352 -0.430
H -0.498 -4.213 7.709 -0.283 0.704 0.474
H -1.297 -5.118 6.556 -0.568 0.137 -0.649
H -3.873 -2.557 6.429 0.353 0.381 -0.330
H -3.241 -2.914 7.975 -0.245 -0.686 0.273
H -3.696 -4.200 6.733 0.880 -0.539 0.231
```
Forces are in eV/Å.



Look up the F_max of the second one. 3.84 eV Å⁻¹